(1)
216
Properties=species:S:1:pos:R:3:lowdin_charge:R:1 method="wB97M-V/def2-TZVPD" de_lowest_kcal_mol=0.0 energy_ev=-165534.346
C -1.08160 -6.12834 -5.89916 -0.682
O -1.04601 -5.14697 -6.63556 -0.013
N -0.44923 -6.16942 -4.68292 0.172
N -1.65881 -7.28562 -6.24151 0.174
H -0.05010 -5.25956 -4.50270 0.071
H -0.87609 -6.70797 -3.93221 0.030
H -1.98406 -7.23462 -7.20298 0.115
H -1.25584 -8.14789 -5.92731 0.112
C 1.25678 -2.50269 -5.21370 -0.617
O 1.63860 -1.35283 -4.78191 -0.116
N 2.14038 -3.52132 -5.24651 0.183
N -0.00577 -2.69719 -5.62383 0.182
H 3.16057 -3.40584 -5.13866 0.066
H 1.72289 -4.46086 -5.49811 0.126
H -0.29513 -3.58492 -5.98290 0.028
H -0.68801 -1.91147 -5.73482 0.080
C 5.92966 3.99856 0.04024 -0.761
O 6.32189 2.93400 -0.37530 -0.031
N 6.34877 4.57148 1.12372 0.199
N 5.11398 4.69264 -0.79721 0.175
H 5.80862 5.35735 1.53353 0.098
H 7.00257 4.01482 1.67514 0.127
H 4.60777 5.55659 -0.47726 0.121
H 4.85459 4.09518 -1.58360 0.108
C -4.68503 1.36710 3.97437 -0.616
O -3.97568 1.61385 4.99320 -0.049
N -5.99825 1.79933 3.97003 0.138
N -4.21412 1.03854 2.75425 0.203
H -6.50842 1.38142 4.75409 0.118
H -6.46253 1.56068 3.09664 0.060
H -4.84505 0.56548 2.09063 0.066
H -3.19305 0.81097 2.81059 0.083
C -3.74369 -2.86612 -4.35542 -0.651
O -4.48276 -2.15884 -3.63696 -0.022
N -3.94948 -2.97125 -5.65934 0.188
N -2.59925 -3.47524 -3.94385 0.135
H -3.41071 -3.55054 -6.27748 0.105
H -4.78674 -2.48105 -5.91245 0.116
H -1.91446 -3.65755 -4.69238 0.069
H -2.11551 -3.07555 -3.07861 0.096
C -2.29668 -6.73938 -1.82263 -0.610
O -1.72257 -7.44954 -2.69209 -0.032
N -2.68257 -5.45862 -2.00026 0.194
N -2.62109 -7.26481 -0.61416 0.170
H -2.92433 -4.80601 -1.26701 0.053
H -2.46301 -4.94531 -2.83669 0.038
H -1.96281 -7.90507 -0.23250 0.099
H -2.79074 -6.48670 -0.00392 0.063
C -0.98949 3.26307 -1.18616 -0.633
O -1.14114 2.68209 -2.26852 -0.040
N 0.25143 3.33979 -0.65680 0.186
N -2.02742 3.79834 -0.47923 0.183
H 0.87605 2.62370 -1.04735 0.059
H 0.32142 3.72526 0.26512 0.046
H -2.79233 4.16697 -1.05731 0.119
H -1.86987 4.33762 0.34020 0.043
C -0.60510 3.56022 2.85351 -0.620
O -0.25270 4.28647 1.91532 -0.051
N 0.31776 2.74529 3.55079 0.154
N -1.86326 3.46169 3.28531 0.193
H 1.15121 2.64768 2.94759 0.079
H -0.06192 1.82522 3.81927 0.073
H -2.20812 2.92703 4.11645 0.111
H -2.64328 3.81834 2.67364 0.091
C 2.99314 -3.00560 0.87616 -0.626
O 2.45620 -3.99935 0.30840 -0.044
N 4.21391 -3.05953 1.45332 0.169
N 2.47696 -1.76005 0.76714 0.197
H 4.44380 -2.51629 2.28509 0.085
H 4.39279 -4.03338 1.61026 0.102
H 1.59476 -1.64597 0.33967 0.042
H 2.76550 -1.00153 1.36547 0.064
C 2.51386 0.81318 -2.41732 -0.656
O 2.22186 1.26344 -1.29376 -0.039
N 3.21969 -0.28491 -2.64218 0.177
N 2.21179 1.57520 -3.53182 0.184
H 3.36018 -0.72311 -3.57932 0.090
H 3.43937 -0.88774 -1.83768 0.122
H 2.01557 1.25762 -4.45331 0.029
H 1.54091 2.27150 -3.24224 0.091
C 2.98145 6.09163 1.96948 -0.652
O 4.16421 6.46004 2.03907 -0.047
N 2.53319 4.93888 2.46328 0.188
N 2.04053 6.91192 1.32518 0.146
H 1.49774 4.88331 2.63305 0.087
H 3.11804 4.58073 3.21244 0.060
H 1.13754 6.51089 1.09723 0.081
H 2.42828 7.56881 0.62184 0.114
C 2.22966 -1.93638 4.70059 -0.625
O 3.31444 -2.09385 4.06202 -0.049
N 1.95487 -2.42094 5.96868 0.191
N 1.16988 -1.46613 4.03231 0.205
H 1.08456 -2.21997 6.32774 0.007
H 2.69185 -2.53262 6.63124 0.098
H 1.33232 -1.21361 3.09716 0.053
H 0.24047 -1.21901 4.39923 0.092
C -0.40559 -2.74478 -1.27505 -0.683
O -1.52732 -2.21873 -1.48654 -0.061
N 0.68855 -2.49789 -1.99014 0.204
N -0.19882 -3.56541 -0.23449 0.192
H 0.69960 -1.82210 -2.76067 0.078
H 1.62200 -2.81031 -1.64873 0.115
H -1.01241 -3.95617 0.24002 0.083
H 0.69546 -4.01537 0.00554 0.068
C -1.23539 -0.71179 6.43466 -0.495
O -0.78120 -1.89253 6.70563 -0.100
N -2.43552 -0.55648 5.71657 0.194
N -0.50620 0.35661 7.00954 0.171
H -2.98617 0.25042 5.39064 0.042
H -2.56378 -1.39438 5.15617 0.055
H -0.96651 1.22281 7.10305 0.080
H 0.14027 0.03277 7.69639 0.093
C 4.00624 1.33610 2.40027 -0.687
O 3.01514 0.80658 2.82588 0.007
N 4.39426 1.32503 1.11396 0.179
N 4.88377 1.97130 3.24976 0.169
H 3.73392 1.29238 0.30197 0.097
H 5.36569 1.60440 0.92691 0.078
H 4.47570 2.33377 4.13261 0.073
H 5.60009 2.60284 2.91358 0.073
C -4.27562 -3.85636 0.78695 -0.682
O -3.19362 -4.36725 0.71350 -0.015
N -4.78829 -3.51061 2.00581 0.177
N -5.09686 -3.72663 -0.27872 0.189
H -5.65541 -2.82736 1.95106 0.129
H -4.11503 -3.41671 2.73491 0.039
H -5.95557 -3.20009 -0.16698 0.095
H -4.70026 -3.39395 -1.15839 0.094
C 3.57166 1.62954 6.52560 -0.692
O 4.07264 2.37387 7.31516 0.031
N 4.08129 0.34404 6.31197 0.166
N 2.44166 1.87722 5.81895 0.171
H 3.74187 -0.18289 5.53674 0.038
H 5.06834 0.17131 6.59712 0.129
H 2.40794 1.32515 4.95023 0.069
H 2.37091 2.88213 5.77436 0.092
C -5.07970 4.48214 1.95374 -0.625
O -4.01486 4.81667 1.43696 -0.005
N -5.29834 4.77139 3.25893 0.160
N -6.15871 3.86943 1.23934 0.155
H -4.50078 5.03815 3.83887 0.121
H -6.10052 4.35033 3.68291 0.076
H -6.97367 3.44305 1.66765 0.072
H -5.94759 3.49338 0.32395 0.057
C -5.38729 0.90191 -1.99123 -0.655
O -5.78690 1.97253 -1.44312 -0.064
N -5.64013 0.62956 -3.30184 0.142
N -4.81495 -0.06013 -1.24190 0.188
H -4.85967 0.03800 -3.64360 0.052
H -5.86548 1.45852 -3.90077 0.130
H -4.11563 -0.71612 -1.70855 0.116
H -4.59057 0.12144 -0.31629 0.045
C -1.90132 -3.75957 3.98145 -0.598
O -2.57299 -2.73962 3.68854 -0.044
N -1.15703 -3.83197 5.12134 0.181
N -1.95194 -4.91096 3.26367 0.176
H -1.02693 -4.76948 5.47137 0.109
H -1.08297 -3.11358 5.79063 -0.012
H -2.36258 -4.75290 2.33951 0.059
H -1.19100 -5.52076 3.41148 0.091
C -1.27169 -0.14530 1.56439 -0.607
O -1.20073 0.27158 2.73104 -0.024
N -2.30801 -0.87605 1.10969 0.223
N -0.29547 0.05030 0.61367 0.202
H -2.90430 -1.34091 1.73725 0.071
H -2.18258 -1.13605 0.20355 0.019
H -0.60729 -0.12970 -0.30281 0.067
H 0.37754 0.83917 0.74693 0.118
C 4.58696 5.41593 5.50085 -0.657
O 4.30044 4.51418 4.68276 -0.051
N 4.57795 5.07099 6.81339 0.163
N 4.87607 6.64450 5.13200 0.190
H 4.85764 5.66231 7.57298 0.097
H 4.34222 4.06254 6.97719 0.066
H 5.32302 7.24803 5.78806 0.105
H 4.88632 6.85002 4.13910 0.093
C 1.04082 1.42786 -7.73056 -0.662
O 1.05216 2.40783 -8.45189 0.023
N 2.02269 1.26177 -6.72271 0.137
N 0.21425 0.38176 -7.94009 0.173
H 2.77249 1.92254 -6.98375 0.130
H 1.95385 0.37338 -6.29666 0.019
H -0.39456 0.46708 -8.71867 0.102
H 0.30590 -0.49181 -7.40882 0.094
C 6.55277 1.90298 -3.87391 -0.639
O 6.62711 1.46150 -4.98629 0.013
N 7.23838 3.05134 -3.46662 0.162
N 5.69769 1.38487 -2.92136 0.171
H 7.96064 3.39850 -4.05229 0.087
H 7.25986 3.29321 -2.47078 0.079
H 5.53860 0.39286 -3.01395 0.068
H 5.74063 1.72755 -1.96239 0.063
C -7.44241 -0.39449 1.23829 -0.588
O -6.35936 -0.63413 1.80577 -0.032
N -7.75095 0.78799 0.58571 0.183
N -8.48833 -1.31572 1.20737 0.151
H -7.03518 1.44294 0.27110 0.061
H -8.56730 0.94141 0.08567 0.078
H -9.40211 -1.08620 0.79551 0.116
H -8.42921 -2.03147 1.89908 0.093
C -1.61715 0.34004 -4.67809 -0.630
O -1.74739 -0.42302 -5.64376 -0.024
N -2.72114 0.99808 -4.06140 0.136
N -0.56998 0.40066 -3.89541 0.185
H -3.44373 1.15132 -4.80909 0.114
H -2.45987 1.80013 -3.47463 0.064
H 0.33769 0.19207 -4.29869 0.052
H -0.60839 1.21228 -3.23055 0.079
C 5.33078 -1.67353 -5.19018 -0.634
O 4.88334 -2.81665 -5.07289 -0.002
N 6.65216 -1.47519 -4.73635 0.150
N 4.74036 -0.60014 -5.74197 0.198
H 7.05212 -0.63223 -5.11581 0.063
H 7.16370 -2.34398 -4.72469 0.100
H 3.74924 -0.68764 -5.78255 0.056
H 5.08542 0.33600 -5.68337 0.071


(2)
24
Properties=species:S:1:pos:R:3:nbo_charge:R:1 method="wB97M-V/def2-TZVPD" de_lowest_kcal_mol=45.9 energy_ev=-9460.086 smiles=CCCCCNCN
C 1.29513 -2.21348 -0.15908 -0.624
C 1.07129 -1.49386 -1.49117 -0.410
C 0.19406 -0.29810 -1.31441 -0.401
C 0.76786 1.00613 -0.79636 -0.445
C 0.69044 1.06328 0.76914 -0.216
N -0.48446 1.71625 1.35697 -0.667
C -1.91494 1.35839 1.11124 -0.051
N -2.33434 -0.01325 1.36851 -0.847
H 1.17286 -3.31422 -0.35383 0.215
H 2.27248 -1.91265 0.25183 0.211
H 0.71878 -1.89393 0.71417 0.208
H 1.97506 -1.18123 -2.03925 0.203
H 0.60577 -2.24330 -2.11486 0.205
H -0.66150 -0.59385 -0.71811 0.182
H -0.47279 -0.00623 -2.15243 0.208
H 1.77867 1.22526 -1.24599 0.209
H 0.22346 1.78904 -1.32075 0.214
H 1.57608 1.67963 1.22274 0.203
H 0.70464 0.07157 1.25237 0.193
H -0.41303 2.72304 1.35725 0.359
H -2.64004 2.10655 1.47293 0.193
H -2.09191 1.47885 0.00161 0.140
H -2.06744 -0.60644 0.58177 0.357
H -1.96614 -0.44743 2.24571 0.364


(3)
11
Properties=species:S:1:pos:R:3:nbo_charge:R:1 method="wB97M-V/def2-TZVPD" de_lowest_kcal_mol=4.4 energy_ev=-10146.944 smiles=Nc1n[nH]c(O)n1
N 2.19093 0.27662 0.29928 -0.808
C 0.85808 0.01362 0.04347 0.467
N 0.47000 -1.19477 -0.30620 -0.365
N -0.89058 -1.05371 -0.30884 -0.399
C -1.21260 0.19766 0.02073 0.639
O -2.50517 0.52877 0.11122 -0.655
N -0.14452 0.93152 0.23968 -0.574
H 2.77716 -0.49368 0.00828 0.389
H 2.53662 1.17202 -0.01187 0.387
H -1.50125 -1.83172 -0.47322 0.415
H -2.57866 1.45366 0.37748 0.506


(4)
13
Properties=species:S:1:pos:R:3:nbo_charge:R:1 method="wB97M-V/def2-TZVPD" de_lowest_kcal_mol=130.4 energy_ev=-10389.958
C 1.87958 0.40169 0.07949 -0.041
C 0.56656 0.86005 0.22399 0.212
C -0.73905 0.14063 0.14700 -0.018
H 3.50162 -0.92166 -0.19180 0.396
H 1.80088 -1.48541 0.73168 0.407
H 2.51587 1.40713 -0.15286 0.238
H -0.77804 -1.05458 -0.52382 0.165
H -2.73158 -1.30854 -0.07745 0.372
H -3.96737 0.06924 -0.11954 0.379
N 2.22489 -0.89193 -0.09156 -0.809
N -1.88544 0.76564 0.33149 -0.179
N -2.84296 -0.24747 -0.20150 -0.753
F 0.45504 2.26523 -0.15513 -0.369


(5)
14
Properties=species:S:1:pos:R:3:nbo_charge:R:1 method="wB97M-V/def2-TZVPD" de_lowest_kcal_mol=175.6 energy_ev=-19996.720
C -1.59883 0.28486 -0.12216 0.341
C 0.89706 -0.00825 -0.25352 0.268
C 3.07004 0.25481 0.19071 0.136
H -2.43005 2.21538 -0.14733 0.461
H -0.56505 1.93736 0.12075 0.404
H -0.53572 -1.60707 -0.28859 0.469
H 1.11858 1.17361 -0.38510 0.157
H 3.11746 1.71388 0.72460 0.154
H 4.70646 0.98469 0.52943 0.292
N -1.51112 1.63763 -0.09920 -0.815
N -0.32233 -0.49663 -0.21775 -0.636
N 1.90733 -0.77157 -0.12896 -0.463
N 4.27011 -0.37099 0.06944 -0.505
S -3.12682 -0.59971 0.19946 -0.262


(6)
14
Properties=species:S:1:pos:R:3:nbo_charge:R:1 method="wB97M-V/def2-TZVPD" de_lowest_kcal_mol=129.9 energy_ev=-13769.514
C 0.84348 -0.25749 -0.65771 0.030
C -0.06945 -1.18597 0.28147 -0.458
C -1.00003 0.12941 0.32024 0.061
C 0.27257 1.05117 -0.01777 0.615
H 2.68132 0.25163 -0.96202 0.471
H 0.57492 -0.63797 -1.66437 0.200
H 0.44939 -1.30006 1.26723 0.238
H -0.65093 -1.96622 -0.12859 0.223
H -1.40538 0.45353 1.31177 0.160
H -3.15655 0.15461 0.54924 0.430
O 2.22649 -0.31813 -0.37941 -0.699
O -2.00063 0.21963 -0.51224 -0.608
F 1.07805 1.08261 1.11423 -0.343
F 0.15675 2.32326 -0.52205 -0.319


Across the entries above, E_LUMO takes the values -0.04, 1.05, 0.73, 0.22, -0.63, -1.72 eV, respectively.